The following is a DFT calculation (ωB97M-V with the def2-TZVPD basis set) of a structure of composition C34H36NP3S2SeW at a distorted geometry.

ORCA input file:
```
! RIJCOSX wB97M-V def2-TZVPD def2/J DEFGRID3
* xyz 2 1
W 0.104 0.125 0.558
S -1.331 0.828 -1.429
P -2.563 -0.141 -0.043
C -1.528 -1.142 0.985
P -0.865 -2.545 0.152
S 0.711 -1.745 -0.947
C -0.130 -3.645 1.362
C 0.391 -4.861 0.919
C 0.988 -5.715 1.831
C 1.062 -5.355 3.171
C 0.541 -4.145 3.607
C -0.063 -3.283 2.704
C -1.915 -3.521 -0.927
C -2.665 -4.546 -0.349
C -3.505 -5.297 -1.152
C -3.597 -5.022 -2.510
C -2.848 -4.000 -3.078
C -2.000 -3.242 -2.287
C -3.208 1.137 1.074
C -2.934 1.091 2.440
C -3.459 2.069 3.275
C -4.271 3.069 2.758
C -4.560 3.100 1.399
C -4.032 2.136 0.555
C -4.004 -0.868 -0.827
C -4.770 -1.701 -0.009
C -5.958 -2.213 -0.501
C -6.369 -1.891 -1.789
C -5.596 -1.065 -2.592
C -4.401 -0.549 -2.118
H 0.320 -5.134 -0.127
H 1.387 -6.664 1.499
H 1.521 -6.030 3.882
H 0.591 -3.876 4.654
H -0.500 -2.354 3.048
H -2.577 -4.757 0.710
H -4.083 -6.104 -0.721
H -4.247 -5.621 -3.135
H -2.918 -3.799 -4.138
H -1.397 -2.451 -2.718
H -2.353 0.281 2.860
H -3.245 2.035 4.336
H -4.693 3.815 3.417
H -5.210 3.866 0.999
H -4.252 2.158 -0.506
H -4.439 -1.926 0.999
H -6.566 -2.859 0.119
H -7.302 -2.285 -2.169
H -5.921 -0.820 -3.595
H -3.795 0.103 -2.736
C 3.318 0.288 -1.675
P 2.683 0.459 0.025
C 3.805 1.715 0.714
C 3.370 -1.014 0.898
H 4.405 0.240 -1.613
H 3.038 1.159 -2.269
H 2.943 -0.609 -2.163
H 4.803 1.275 0.710
H 3.530 1.968 1.736
H 3.804 2.611 0.102
H 4.322 -1.290 0.440
H 2.709 -1.873 0.883
H 3.549 -0.735 1.935
N -0.463 2.413 0.861
C 0.664 3.345 0.752
C 1.075 3.735 -0.517
C 2.014 4.749 -0.646
C 2.551 5.347 0.486
C 2.161 4.924 1.748
C 1.206 3.926 1.889
H -1.157 2.735 0.192
H -0.869 2.540 1.782
H 0.609 3.299 -1.395
H 2.312 5.086 -1.630
H 3.266 6.153 0.386
H 2.577 5.383 2.635
H 0.868 3.627 2.874
Se 0.828 0.358 2.736
*
```

The value obtained for the largest force on an atom is 2.6 eV Å⁻¹. The value obtained for the HOMO energy (alpha / beta) is -13.8490 / -13.8485 eV. The value obtained for the orbital gap (alpha / beta) is 5.93 / 5.93 eV. Its total energy is -154029.3494 eV.

=====

The following is a DFT calculation (ωB97M-V with the def2-TZVPD basis set) of a structure of composition C34H37BClCoN11O5.

ORCA input file:
```
! RIJCOSX wB97M-V def2-TZVPD def2/J DEFGRID3
* xyz -2 2
Co 0.450 0.261 -0.239
C -2.566 1.243 -1.804
C -2.238 1.712 -0.428
C -3.019 2.523 0.408
C -2.287 2.673 1.567
C -2.644 3.387 2.828
N -1.135 2.003 1.412
N -1.112 1.397 0.200
B -0.004 1.721 2.426
N 1.325 2.261 1.866
N 1.723 1.870 0.638
C 2.884 2.454 0.397
C 3.642 2.204 -0.865
C 3.251 3.251 1.497
C 2.230 3.092 2.413
C 2.072 3.683 3.775
N 0.054 0.202 2.596
N 0.162 -0.592 1.506
C -0.023 -1.841 1.902
C 0.001 -2.993 0.964
C -0.254 -1.863 3.284
C -0.196 -0.549 3.685
C -0.367 0.035 5.048
H -3.642 1.077 -1.885
H -2.051 0.314 -2.027
H -2.279 1.987 -2.552
H -3.995 2.928 0.196
H -3.594 3.905 2.692
H -1.886 4.120 3.107
H -2.755 2.684 3.656
H -0.250 2.252 3.473
H 2.984 1.792 -1.627
H 4.452 1.489 -0.695
H 4.080 3.129 -1.245
H 4.140 3.850 1.612
H 2.944 4.296 4.007
H 1.984 2.907 4.537
H 1.181 4.310 3.844
H 0.456 -2.695 0.024
H -1.023 -3.330 0.784
H 0.578 -3.818 1.390
H -0.481 -2.722 3.893
H -0.554 -0.769 5.759
H -1.214 0.720 5.083
H 0.526 0.580 5.363
Cl -4.176 -0.096 4.672
C -4.512 -0.276 2.902
C -3.695 -1.422 2.241
O -3.850 -2.561 2.712
O -3.044 -1.046 1.240
H -4.270 0.679 2.446
H -5.577 -0.491 2.833
C -0.437 -3.746 -2.566
C -1.400 -2.662 -2.135
O -1.005 -1.619 -1.670
C -2.863 -2.912 -2.330
C -3.761 -2.301 -1.458
C -5.122 -2.513 -1.623
C -5.590 -3.310 -2.659
C -4.693 -3.921 -3.528
C -3.330 -3.733 -3.354
H 0.550 -3.512 -2.184
H -0.381 -3.760 -3.657
H -0.772 -4.727 -2.224
H -3.380 -1.715 -0.624
H -5.817 -2.059 -0.928
H -6.655 -3.466 -2.787
H -5.055 -4.545 -4.336
H -2.633 -4.215 -4.027
N 0.552 1.133 -1.987
C 0.612 1.623 -3.027
C 0.744 2.146 -4.318
C -0.061 3.221 -4.747
N -0.716 4.102 -5.116
C 1.746 1.633 -5.171
N 2.564 1.221 -5.878
C 3.947 -1.821 -3.762
N 3.726 -1.543 -2.356
C 4.731 -1.606 -1.441
C 4.500 -1.336 -0.153
C 3.164 -0.900 0.276
O 2.989 -0.586 1.446
N 2.159 -0.844 -0.684
C 2.403 -1.224 -1.974
O 1.564 -1.308 -2.860
H 5.004 -2.047 -3.905
H 3.666 -0.967 -4.379
H 3.343 -2.669 -4.087
H 5.704 -1.888 -1.825
H 5.276 -1.378 0.595
*
```

The value obtained for the largest force on an atom is 0.5 eV Å⁻¹. The value obtained for the HOMO energy (alpha / beta) is -3.1038 / -3.0590 eV. The value obtained for the orbital gap (alpha / beta) is 7.43 / 7.39 eV. Its total energy is -113320.5579 eV. As for the relative energy (zero: lowest compared OMol25 entry of this formula, charge and spin): 0.00 kJ/mol.

=====

The following is a DFT calculation (ωB97M-V with the def2-TZVPD basis set) of a structure of composition C34H37F9O23S3 at a distorted geometry.

ORCA input file:
```
! RIJCOSX wB97M-V def2-TZVPD def2/J DEFGRID3
* xyz 0 1
C 0.005 3.166 1.000
C -1.465 3.049 1.544
C -1.924 4.107 2.458
C -3.262 4.123 3.042
C -4.142 2.999 2.715
C -3.677 1.930 1.817
C -2.363 1.920 1.193
C -1.763 0.853 0.238
C -2.763 -0.076 -0.529
C -2.274 -0.002 -2.045
F -0.931 -0.366 -2.166
F -2.955 -0.924 -2.846
C -2.560 1.423 -2.700
F -1.359 2.082 -2.926
F -3.109 1.226 -3.962
O -4.153 0.275 -0.671
S -5.122 -0.931 -0.046
O -6.210 -0.460 0.816
O -5.766 -1.823 -0.992
O -3.905 -1.563 0.903
C -2.826 -1.606 -0.091
S -1.300 -2.524 0.298
C -0.805 -2.231 2.047
C 0.328 -3.304 2.378
O -0.074 -4.392 2.674
O 1.673 -3.025 2.386
C 2.154 -2.346 1.208
C 3.649 -2.738 0.860
C 4.043 -1.949 -0.448
O 4.553 -2.590 1.968
C 4.466 -1.344 2.614
O 3.796 -1.291 3.608
C 5.226 -0.049 2.168
S 4.025 1.126 1.375
H 0.045 3.275 -0.111
H 0.575 3.946 1.561
H 0.501 2.184 1.265
H -1.245 4.958 2.708
H -3.658 4.917 3.713
H -5.176 2.923 3.116
H -4.387 1.099 1.626
H -1.063 0.221 0.858
H -1.083 1.400 -0.476
H -3.187 2.097 -2.071
H -3.296 -2.271 -0.877
H -0.348 -1.229 2.257
H -1.669 -2.336 2.758
H 2.060 -1.225 1.344
H 1.560 -2.571 0.274
H 3.602 -3.826 0.572
H 4.748 -1.101 -0.291
H 3.107 -1.526 -0.916
H 4.495 -2.601 -1.248
H 5.797 0.439 2.989
H 5.961 -0.377 1.378
H 4.011 0.922 0.012
C 2.923 1.676 -4.829
C 3.327 0.237 -4.721
O 3.861 0.157 -3.413
C 3.207 1.104 -2.690
O 3.201 1.148 -1.500
O 2.562 1.986 -3.486
F 4.302 -0.069 -5.608
H 3.748 2.321 -5.142
H 2.084 1.825 -5.507
H 2.502 -0.472 -4.824
C -6.330 1.621 7.175
C -6.582 0.976 5.844
O -5.640 1.609 5.000
C -4.588 1.951 5.805
O -3.513 2.256 5.411
O -4.931 1.889 7.122
F -7.828 1.256 5.391
H -6.876 2.560 7.295
H -6.573 0.965 8.010
H -6.419 -0.105 5.829
C 9.560 2.231 -0.092
C 9.047 1.000 0.596
O 7.799 1.421 1.112
C 7.354 2.396 0.264
O 6.239 2.790 0.225
O 8.358 2.852 -0.538
F 9.848 0.647 1.631
H 10.086 2.904 0.589
H 10.216 1.998 -0.930
H 8.900 0.142 -0.065
C -9.565 -1.506 -0.335
C -9.980 -0.144 0.132
O -11.195 -0.400 0.812
C -11.091 -1.675 1.293
O -11.795 -2.133 2.129
O -10.071 -2.351 0.695
F -10.234 0.678 -0.917
H -10.024 -1.783 -1.287
H -8.489 -1.603 -0.424
H -9.271 0.335 0.811
C 6.664 -4.180 -7.147
C 5.737 -3.043 -7.463
O 5.125 -2.775 -6.216
C 6.043 -3.132 -5.270
O 5.988 -2.805 -4.132
O 7.031 -3.904 -5.799
F 4.779 -3.424 -8.343
H 6.168 -5.152 -7.198
H 7.539 -4.198 -7.796
H 6.235 -2.142 -7.828
*
```

The value obtained for the largest force on an atom is 4.4 eV Å⁻¹. The value obtained for the HOMO energy is -8.4974 eV. The value obtained for the orbital gap is 8.68 eV. Its total energy is -139908.6481 eV. As for the relative energy (zero: lowest compared OMol25 entry of this formula, charge and spin): 399.77 kJ/mol.